A structure of composition C5H8ClNS at a distorted geometry. Source: the OMol25 dataset; level of theory: wB97M-V/def2-TZVPD.

Geometry as XYZ:
```
16
Properties=species:S:1:pos:R:3
C 0.01332 -0.85769 -0.64219
C 0.39771 0.59856 -1.06334
C 1.10362 0.33689 1.09326
C -0.14137 -0.52600 0.85546
C -0.86584 0.83118 0.84158
H -1.16070 -1.28012 -2.61747
H 0.82863 -1.58257 -0.79491
H 1.38603 0.63901 -1.57631
H -0.36764 1.04868 -1.75341
H 1.20157 0.69012 2.10068
H 2.09376 -0.01408 0.70022
H -0.98848 1.25642 1.83266
H -1.79600 0.91042 0.24717
N 0.41682 1.33360 0.21316
S -1.52285 -1.53053 -1.35760
Cl -0.59860 -1.85389 1.92104
```

Energy relative to the best compared isomer or geometry (same formula, charge and spin) in kcal per mole: 23.1
Total energy in Ha: -1108.40233
HOMO in eV: -9.136